Run a
Entry from OMol25: a 2-piece molecular cluster, C3H5NO2 overall (wB97M-V/def2-TZVPD).

Structure (ORCA input):
```
! RIJCOSX wB97M-V def2-TZVPD def2/J DEFGRID3
* xyz 0 3
C 0.55 -0.41 -0.01
C 1.85 -0.54 0.12
C -2.55 0.70 -1.03
N -2.26 0.68 0.15
O -3.12 0.59 -2.01
O 2.55 -0.40 1.30
H -0.27 -0.47 0.70
H 2.52 -0.39 -0.75
H 0.24 -0.38 -1.04
H -1.47 1.19 0.51
H 1.95 -0.57 2.05
*
```

Computed properties:
HOMO-LUMO gap (spin up / spin down) in eV: 5.759 / 8.937
E_HOMO (spin up / spin down) in Ha: -0.1903 / -0.4056

The Löwdin scheme yields these atomic charges, measured in e: -0.02 -0.31 -0.43 0.16 0.19 0.02 0.04 0.12 0.06 0.06 0.11

Run b
Entry from OMol25: one molecule with the formula C3H5NO2 (wB97M-V/def2-TZVPD).

Structure (ORCA input):
```
! RIJCOSX wB97M-V def2-TZVPD def2/J DEFGRID3
* xyz 0 3
C -1.38 0.39 0.09
C 1.02 0.85 -0.05
C -0.05 -0.16 -0.12
N -2.50 0.59 0.27
O -0.12 -0.96 -1.21
O 0.17 -1.04 1.29
H 1.46 0.89 0.99
H 0.81 1.88 -0.29
H 1.91 0.56 -0.71
H -1.05 -1.08 -1.48
H -0.26 -1.93 1.22
*
```

Computed properties:
HOMO-LUMO gap (spin up / spin down) in eV: 5.598 / 7.390
E_HOMO (spin up / spin down) in Ha: -0.1917 / -0.4197

The Löwdin scheme yields these atomic charges, measured in e: -0.22 -0.04 -0.62 0.13 0.04 0.18 0.10 0.08 0.12 0.12 0.13

Stability ranking, top entry: run a; the second entry is 1.732 eV less favorable.

Run a
Entry from OMol25: a 6-piece molecular cluster, C4H21N2O6 overall (wB97M-V/def2-TZVPD).

Structure (ORCA input):
```
! RIJCOSX wB97M-V def2-TZVPD def2/J DEFGRID3
* xyz 1 1
N -0.47 -1.65 1.08
C 0.09 -0.37 1.59
C 1.00 0.28 0.50
N 1.93 1.12 0.98
C 1.91 1.82 2.26
C 2.68 1.85 -0.04
O 1.01 -0.26 -0.60
H 0.33 -2.27 0.86
H -0.95 -1.56 0.14
H -1.12 -2.01 1.78
H 0.66 -0.59 2.48
H -0.65 0.38 1.86
H 2.91 2.23 2.38
H 1.25 2.69 2.31
H 1.65 1.14 3.06
H 2.63 1.43 -1.04
H 2.25 2.84 -0.25
H 3.75 1.90 0.18
H -1.26 -1.43 -1.92
H -2.03 -2.72 -1.74
O -1.78 -1.92 -1.28
H -1.33 2.64 -0.28
H -2.74 2.63 -0.90
O -2.01 2.03 -0.64
H -1.58 0.76 -3.72
H -1.29 0.88 -2.23
O -0.98 0.43 -3.04
H 1.70 -3.65 -1.20
H 1.36 -2.24 -1.35
O 1.17 -2.99 -0.76
H -2.63 0.77 0.48
H -3.70 0.08 1.28
O -2.80 -0.06 0.98
*
```

Computed properties:
HOMO-LUMO gap in eV: 10.281
E_HOMO in Ha: -0.4803

The Löwdin scheme yields these atomic charges, measured in e: 0.17 -0.07 -0.42 -0.13 -0.03 -0.04 0.06 0.13 0.09 0.17 0.13 0.12 0.10 0.10 0.09 0.09 0.10 0.10 0.02 0.08 -0.03 0.09 0.10 -0.05 0.05 0.00 -0.05 0.06 0.05 -0.06 0.00 0.05 -0.06

Run b
Entry from OMol25: a 6-piece molecular cluster, C4H21N2O6 overall (wB97M-V/def2-TZVPD).

Structure (ORCA input):
```
! RIJCOSX wB97M-V def2-TZVPD def2/J DEFGRID3
* xyz 1 1
O -1.70 -0.55 1.73
C -0.63 0.03 1.57
N -0.11 0.73 2.64
C 1.12 1.45 2.43
C -0.10 0.14 0.17
N -0.76 -0.91 -0.65
C 0.08 -1.31 -1.84
H -0.25 0.27 3.54
H 2.01 0.80 2.40
H 1.07 2.24 1.69
H 1.31 2.12 3.34
H -0.49 1.13 -0.22
H 1.01 0.03 0.18
H -1.76 -0.60 -0.86
H -0.96 -1.80 -0.15
H 0.01 -0.66 -2.72
H -0.24 -2.27 -2.20
H 1.16 -1.32 -1.63
H -0.10 2.73 -1.45
H -1.43 3.35 -1.32
O -0.99 2.50 -1.17
H 3.78 0.27 -0.83
H 3.97 1.25 0.28
O 3.27 0.89 -0.28
H -0.63 -4.07 1.85
H -1.96 -4.15 1.18
O -1.16 -3.60 1.20
H 1.68 1.60 -3.31
H 1.95 1.36 -1.85
O 1.67 0.89 -2.65
H -3.59 -0.45 0.28
H -3.87 -1.46 -0.71
O -3.39 -0.62 -0.66
*
```

Computed properties:
HOMO-LUMO gap in eV: 10.393
E_HOMO in Ha: -0.4733

The Löwdin scheme yields these atomic charges, measured in e: 0.05 -0.44 0.03 -0.11 -0.07 0.02 -0.01 0.15 0.09 0.08 0.11 0.11 0.12 0.12 0.13 0.09 0.09 0.09 0.05 0.08 -0.05 0.06 0.07 -0.06 0.05 0.06 -0.05 0.07 0.01 -0.06 0.08 0.08 -0.03

Stability ranking, top entry: run a; the second entry is 0.812 eV less favorable.

Run a
Entry from OMol25: a 2-piece molecular cluster, C6H8N5O overall (wB97M-V/def2-TZVPD).

Structure (ORCA input):
```
! RIJCOSX wB97M-V def2-TZVPD def2/J DEFGRID3
* xyz 1 1
C 2.25 -1.70 0.43
C 1.31 -2.31 -0.45
C 1.37 0.31 -0.08
C 0.20 -0.38 -0.54
C 1.05 1.78 -0.08
C -0.84 0.60 -0.79
N 2.33 -0.40 0.51
N 0.19 -1.67 -0.79
N -0.26 1.82 -0.67
N -2.00 0.31 -1.35
N -1.39 0.29 1.55
O 1.71 2.71 0.22
H 3.00 -2.25 0.83
H 1.34 -3.35 -0.55
H -0.79 2.72 -0.76
H -2.39 -0.54 -1.15
H -2.71 0.97 -1.81
H -1.95 -0.43 1.77
H -1.88 1.23 1.66
H -0.56 0.29 2.04
*
```

Computed properties:
HOMO-LUMO gap in eV: 8.570
E_HOMO in Ha: -0.5070

The Löwdin scheme yields these atomic charges, measured in e: -0.05 -0.03 -0.09 -0.20 -0.34 -0.28 0.18 0.17 0.19 0.25 0.12 0.21 0.09 0.11 0.21 0.10 0.20 0.02 0.12 0.03

Run b
Entry from OMol25: a 2-piece molecular cluster, C6H8N5O overall (wB97M-V/def2-TZVPD).

Structure (ORCA input):
```
! RIJCOSX wB97M-V def2-TZVPD def2/J DEFGRID3
* xyz 1 1
C 2.84 -0.63 -0.25
C 2.41 -1.54 -1.20
C 1.85 0.18 0.34
C 0.41 -0.80 -1.05
C -1.55 -0.65 -1.76
C -2.43 0.36 -0.03
N 1.15 -1.57 -1.67
N 0.56 -0.03 0.00
N -2.23 -1.56 -1.03
N -2.79 -1.01 -0.04
N -1.59 0.66 1.13
O -1.80 0.68 -1.17
H 3.89 -0.44 0.10
H 3.12 -2.24 -1.72
H 2.22 0.90 1.17
H -1.60 -0.49 -2.88
H -3.39 0.91 0.01
H -1.68 1.61 1.49
H -0.39 0.42 0.47
H -1.76 0.07 1.97
*
```

Computed properties:
HOMO-LUMO gap in eV: 8.869
E_HOMO in Ha: -0.4947

The Löwdin scheme yields these atomic charges, measured in e: -0.01 -0.04 0.00 -0.16 -0.08 -0.50 0.16 0.13 0.09 0.13 0.12 -0.03 0.15 0.15 0.18 0.17 0.18 0.14 0.08 0.15

Stability ranking, top entry: run a; the second entry is 3.515 eV less favorable.